{
  "formula": "C52H45ClF3IN10O2RuSSb",
  "method": "ωB97M-V/def2-TZVPD",
  "elements": ["Ru", "C", "C", "N", "C", "C", "N", "C", "N", "N", "N", "C", "C", "C", "C", "C", "C", "H", "H", "H", "H", "H", "H", "H", "H", "H", "H", "H", "N", "C", "O", "C", "I", "H", "H", "H", "H", "O", "S", "C", "C", "C", "C", "C", "C", "C", "C", "C", "C", "C", "C", "C", "C", "H", "H", "H", "H", "H", "H", "H", "H", "H", "H", "H", "H", "H", "H", "N", "C", "N", "C", "N", "Cl", "C", "C", "C", "C", "N", "C", "H", "H", "H", "H", "F", "C", "C", "C", "C", "C", "C", "Sb", "C", "C", "C", "C", "F", "C", "C", "C", "C", "C", "C", "F", "C", "C", "H", "H", "H", "H", "H", "H", "H", "H", "H", "H", "H", "H"],
  "positions_angstrom": [[0.77883, -1.03513, 0.28774], [1.07673, 1.19307, 3.06964], [0.64673, -0.16503, 3.45744], [0.41133, -1.14643, 2.61114], [0.16793, -2.26873, 3.35114], [0.22443, -1.94403, 4.66974], [0.52633, -0.60963, 4.72984], [0.57553, 0.21147, 5.91834], [-0.42767, 1.22897, 5.85634], [-0.10607, 2.51727, 5.63734], [-1.14307, 3.21977, 5.53864], [-2.24807, 2.43407, 5.67254], [-3.61177, 2.71747, 5.60924], [-4.47387, 1.65137, 5.71374], [-4.01207, 0.34147, 5.90764], [-2.67037, 0.03967, 6.00014], [-1.79157, 1.10667, 5.87124], [1.26003, 1.21017, 1.99234], [1.99383, 1.46147, 3.59284], [0.33373, 1.95427, 3.29804], [0.00503, -3.22483, 2.89234], [0.09323, -2.54713, 5.54254], [1.53963, 0.72617, 6.00054], [0.42283, -0.43683, 6.78754], [-3.95727, 3.72907, 5.48654], [-5.53777, 1.81897, 5.65064], [-4.73537, -0.45323, 6.00044], [-2.32737, -0.96873, 6.17194], [4.84793, 0.17737, -1.91086], [4.03233, -0.44313, -1.05666], [2.81843, -0.45383, -1.21496], [4.74323, -1.10833, 0.10374], [3.37023, -2.13253, 1.41534], [4.45663, 0.60947, -2.73526], [5.85053, 0.13727, -1.84396], [5.27523, -0.37983, 0.71504], [5.45263, -1.85123, -0.25866], [0.75733, 1.25177, -0.26346], [0.77383, 2.15597, -1.45776], [1.62753, 3.72837, -0.89186], [2.24523, 3.61587, 0.45704], [3.44723, 2.93507, 0.62694], [4.06253, 2.90287, 1.86534], [3.47953, 3.54927, 2.94524], [2.27283, 4.21317, 2.78864], [1.65493, 4.23957, 1.55104], [-0.95067, 2.83557, -1.59956], [-1.47017, 3.38397, -0.31386], [-1.61497, 2.56527, 0.80294], [-2.08317, 3.08837, 1.99414], [-2.42367, 4.42837, 2.08464], [-2.30577, 5.24427, 0.97134], [-1.82017, 4.72747, -0.21696], [0.89593, 4.53007, -0.91616], [2.38193, 3.90727, -1.65606], [3.90983, 2.45257, -0.22386], [5.01423, 2.40487, 1.98764], [3.97623, 3.55077, 3.90394], [1.82213, 4.72267, 3.62654], [0.71993, 4.76537, 1.43164], [-1.55237, 2.00367, -1.96496], [-0.89657, 3.58867, -2.38476], [-1.35447, 1.51717, 0.75324], [-2.20217, 2.43917, 2.85044], [-2.77637, 4.83377, 3.01924], [-2.59877, 6.28157, 1.02564], [-1.73167, 5.36737, -1.08226], [0.37343, -3.01133, -0.47216], [0.55343, -4.14203, -0.17116], [0.74613, -5.27613, 0.26354], [0.56433, -6.50753, -0.05096], [0.44433, -7.62713, -0.29236], [-4.43377, 0.92147, -1.50386], [-3.70967, -0.21463, -0.43586], [-4.46337, -0.92033, 0.49404], [-3.79787, -1.80273, 1.32744], [-2.42017, -1.91893, 1.23714], [-1.70297, -1.23133, 0.35624], [-2.33327, -0.41793, -0.47596], [-5.53047, -0.77743, 0.56184], [-4.34377, -2.38773, 2.04804], [-1.88007, -2.58203, 1.89464], [-1.73087, 0.09487, -1.21196], [1.54543, 0.22617, -8.85086], [1.35853, -0.11303, -7.57476], [1.85023, 0.71857, -6.58206], [1.63003, 0.37577, -5.25856], [0.94303, -0.78253, -4.94766], [0.48253, -1.61883, -5.95126], [0.68253, -1.28733, -7.27776], [0.58463, -1.45373, -2.90696], [1.62333, -3.31223, -3.27156], [3.00353, -3.22583, -3.42026], [3.75153, -4.35643, -3.68526], [3.08973, -5.56813, -3.80506], [3.80453, -6.66353, -4.05396], [1.71433, -5.67323, -3.67636], [0.98333, -4.53623, -3.38806], [-1.53047, -1.77403, -3.22506], [-2.14957, -0.80843, -4.01236], [-3.51457, -0.83373, -4.21696], [-4.25507, -1.82663, -3.59386], [-5.58167, -1.83343, -3.74006], [-3.66077, -2.79253, -2.79616], [-2.28967, -2.75603, -2.60636], [2.38973, 1.61257, -6.85466], [1.98913, 1.01847, -4.46486], [-0.04007, -2.52953, -5.70026], [0.32623, -1.92023, -8.07636], [3.49613, -2.26293, -3.34666], [4.82213, -4.33333, -3.80626], [1.23983, -6.63373, -3.79876], [-0.08897, -4.60983, -3.28266], [-1.55757, -0.03853, -4.49096], [-4.00597, -0.10603, -4.84466], [-4.27297, -3.55173, -2.33456], [-1.82007, -3.49563, -1.97266]],
  "energy_ev": -122363.5925,
  "de_lowest_kcal_mol": 17.2,
  "homo_energy_ev": [-13.21, -13.24],
  "spin_multiplicity": 6,
  "total_charge": 2,
  "s2": 8.772,
  "homo_lumo_gap_ev": [8.301, 5.115]
}

=====

{
  "formula": "C26H26FeI2N7O4S",
  "method": "ωB97M-V/def2-TZVPD",
  "elements": ["Fe", "I", "C", "C", "C", "I", "C", "O", "C", "C", "N", "C", "C", "C", "C", "C", "C", "N", "C", "H", "H", "H", "H", "H", "H", "H", "H", "H", "H", "H", "N", "N", "C", "N", "N", "N", "O", "O", "H", "H", "H", "H", "H", "O", "S", "C", "C", "C", "C", "C", "C", "C", "C", "C", "C", "C", "C", "H", "H", "H", "H", "H", "H", "H", "H", "H", "H"],
  "positions_angstrom": [[-10.07724, -5.73406, 10.73539], [-13.85871, -11.50267, 13.96868], [-13.02113, -9.75889, 13.16725], [-13.80715, -8.61848, 13.32159], [-13.44853, -7.42514, 12.69726], [-14.73638, -5.82925, 12.63020], [-12.18705, -7.29349, 12.05106], [-11.82013, -6.17971, 11.51941], [-11.33434, -8.47682, 12.07033], [-10.00374, -8.50023, 11.35626], [-9.12669, -7.29348, 11.61596], [-8.69097, -6.95806, 13.03568], [-9.34066, -5.74962, 13.65403], [-9.45146, -5.70779, 15.05646], [-10.12071, -4.62941, 15.66893], [-10.65737, -3.64377, 14.81715], [-10.50854, -3.78690, 13.44601], [-9.79604, -4.77410, 12.84872], [-11.76665, -9.69904, 12.58055], [-14.78176, -8.71173, 13.84218], [-10.10955, -8.52786, 10.26774], [-9.45054, -9.41165, 11.64198], [-8.25141, -7.42679, 11.09518], [-7.61837, -6.80180, 13.06856], [-8.89539, -7.84112, 13.67308], [-8.96757, -6.52137, 15.59188], [-10.26575, -4.60350, 16.76645], [-11.18314, -2.76666, 15.17150], [-11.01781, -3.08065, 12.81859], [-11.18014, -10.62761, 12.55543], [-10.13002, -3.50167, 10.51623], [-9.76283, -3.31888, 9.19999], [-8.63121, -3.96054, 8.79873], [-7.86793, -3.30944, 7.91839], [-8.37811, -5.12848, 9.40988], [-7.50561, -5.99677, 8.76908], [-6.76828, -5.55761, 7.82387], [-7.35287, -7.11874, 9.19723], [-11.11969, -3.26609, 10.67286], [-9.50185, -3.02920, 11.16333], [-9.99916, -2.42682, 8.81619], [-8.21874, -2.43515, 7.48978], [-6.98372, -3.70458, 7.63376], [-10.73787, -6.55659, 8.77339], [-11.78629, -6.29826, 7.73466], [-12.55921, -4.69427, 8.07136], [-12.49885, -3.82718, 6.98739], [-12.93731, -2.49940, 7.13998], [-13.67734, -2.13989, 8.28522], [-13.83252, -3.09423, 9.31721], [-13.24870, -4.36783, 9.22158], [-13.20997, -7.31806, 8.08888], [-13.21012, -8.34838, 9.00519], [-14.41072, -8.99926, 9.26491], [-15.55607, -8.66643, 8.55214], [-15.51967, -7.69539, 7.54483], [-14.33669, -7.01915, 7.29737], [-12.02222, -4.17259, 6.06617], [-12.68549, -1.77763, 6.34543], [-14.13131, -1.13813, 8.31113], [-14.44207, -2.91673, 10.18844], [-13.34451, -5.09216, 10.05546], [-12.23404, -8.74417, 9.33512], [-14.38328, -9.80005, 10.01098], [-16.46592, -9.22145, 8.76499], [-16.38482, -7.46875, 6.94747], [-14.23817, -6.23796, 6.53389]],
  "energy_ev": -107410.8344,
  "de_lowest_kcal_mol": 0.0,
  "homo_energy_ev": [-13.87, -13.81],
  "spin_multiplicity": 6,
  "total_charge": 2,
  "s2": 8.791,
  "homo_lumo_gap_ev": [8.579, 5.577]
}

=====

{
  "formula": "C28H61Cl2F3IN5O7P3S",
  "method": "ωB97M-V/def2-TZVPD",
  "elements": ["C", "C", "N", "N", "C", "C", "C", "I", "C", "C", "C", "O", "N", "C", "C", "C", "P", "O", "Cl", "S", "O", "O", "C", "F", "F", "F", "O", "C", "P", "C", "C", "C", "Cl", "P", "C", "C", "C", "C", "H", "H", "H", "H", "H", "H", "H", "H", "H", "H", "H", "H", "H", "H", "H", "H", "H", "H", "H", "H", "H", "H", "H", "H", "H", "H", "H", "H", "H", "H", "H", "H", "H", "H", "H", "H", "H", "H", "H", "C", "C", "C", "O", "C", "N", "H", "H", "H", "H", "H", "H", "H", "H", "H", "H", "H", "C", "C", "C", "O", "C", "N", "H", "H", "H", "H", "H", "H", "H", "H", "H", "H", "H"],
  "positions_angstrom": [[0.55151, -3.94663, -0.77190], [-0.69963, -3.39601, -1.46909], [-1.55137, -2.36088, -0.92306], [-1.46200, -0.97649, -0.54254], [-2.17704, -0.94335, 0.79844], [-2.06184, -2.05649, 1.85811], [-0.99791, -3.15134, 1.98030], [-3.94585, -3.19134, 1.83601], [-2.37454, -0.17709, -1.52528], [-3.19655, 0.96093, -0.94731], [-4.66503, 0.57406, -0.82326], [-4.99488, -0.59033, -0.84023], [-5.61642, 1.60144, -0.61086], [-6.24149, 2.06261, -1.85687], [-5.11678, 2.70616, 0.19434], [-1.68964, 0.01781, -2.89099], [-1.88632, -1.61681, -3.96350], [-0.82581, -1.26076, -5.12572], [-3.74433, -1.41555, -4.82054], [-2.45204, 1.34704, -3.93668], [-2.04746, 1.14696, -5.28679], [-3.86110, 1.47269, -3.72270], [-1.66234, 2.99842, -3.46431], [-0.61396, 3.19518, -4.30496], [-2.59369, 3.96126, -3.65116], [-1.20351, 3.00988, -2.20044], [-0.36039, 0.44920, -2.88934], [0.53523, -0.05340, -1.90318], [1.52266, -1.39372, -2.79326], [2.13428, -0.47825, -4.25545], [3.05314, -1.89415, -1.93217], [-0.11627, -0.26999, -0.53055], [-0.44012, 1.50114, 0.01240], [1.18366, -0.77692, 0.75741], [2.63197, 0.31309, 0.46961], [3.79736, -0.29416, 1.26219], [0.62088, -0.27849, 2.45327], [1.35170, 0.90890, 3.10482], [0.37768, -4.94990, -0.39724], [1.36881, -4.04247, -1.47246], [0.91333, -3.37394, 0.06854], [-0.41306, -3.26258, -2.50184], [-1.36083, -4.25050, -1.56061], [-2.48183, -2.68795, -0.73683], [-3.22168, -0.96346, 0.52024], [-2.05911, 0.02033, 1.26800], [-2.14406, -1.57832, 2.82124], [-1.16156, -3.59311, 2.95717], [0.04060, -2.85465, 1.96089], [-1.21532, -3.95320, 1.29311], [-3.13207, -0.91517, -1.78292], [-2.91661, 1.28693, 0.04375], [-3.16485, 1.89660, -1.48395], [-7.26912, 2.33418, -1.63996], [-5.76097, 2.96208, -2.23622], [-6.25520, 1.29790, -2.61642], [-4.37027, 3.32543, -0.31054], [-5.94391, 3.33439, 0.49402], [-4.65298, 2.31375, 1.09387], [-1.18584, -1.57655, -5.96459], [1.21748, 0.76996, -1.74526], [1.36544, 0.16823, -4.64602], [2.99340, 0.12096, -3.96241], [2.44880, -1.20689, -4.98746], [3.84464, -1.15532, -2.04403], [2.93730, -2.15733, -0.89216], [3.40311, -2.78057, -2.44900], [2.43111, 1.34149, 0.74014], [2.90501, 0.34061, -0.57860], [4.40486, -0.92056, 0.62347], [3.44603, -0.92194, 2.07389], [4.41713, 0.48116, 1.69338], [-0.43539, -0.06715, 2.55919], [0.81480, -1.14334, 3.07966], [0.78202, 1.18459, 3.98403], [2.36818, 0.68649, 3.38713], [1.29432, 1.77826, 2.46199], [2.48701, 6.25850, -1.49820], [1.88136, 5.07857, -2.25159], [2.89727, 3.98858, -2.62654], [3.73601, 4.29618, -3.71477], [4.85182, 5.11709, -3.41260], [1.15216, 5.58173, -3.41889], [3.01658, 6.93838, -2.16346], [1.70128, 6.83535, -1.01199], [3.18308, 5.92320, -0.72646], [1.15234, 4.60427, -1.58452], [2.33349, 3.10293, -2.94203], [3.49746, 3.69324, -1.75272], [5.24858, 4.90372, -2.41596], [4.59913, 6.17643, -3.48818], [5.62428, 4.90353, -4.14965], [0.65801, 4.80904, -3.85109], [1.83609, 5.86231, -4.11609], [1.18993, -4.55871, 7.77136], [1.75762, -4.51082, 6.35636], [1.78294, -3.10409, 5.74275], [0.52520, -2.61811, 5.30033], [-0.30315, -2.09227, 6.32580], [1.02765, -5.46864, 5.52007], [0.10201, -4.50334, 7.77862], [1.46419, -5.49615, 8.25195], [1.57915, -3.74288, 8.38319], [2.79753, -4.84387, 6.41046], [2.40753, -3.14246, 4.84514], [2.24918, -2.38141, 6.42460], [0.28363, -1.59400, 7.10105], [-0.92212, -2.87047, 6.77517], [-0.97109, -1.36097, 5.86798], [1.47760, -5.53793, 4.61164], [0.11199, -5.07553, 5.32082]],
  "energy_ev": -131795.5293,
  "homo_energy_ev": -11.03,
  "total_charge": 1,
  "homo_lumo_gap_ev": 8.326
}

=====

{
  "formula": "C32H43N7O12P3S3Ti",
  "method": "ωB97M-V/def2-TZVPD",
  "elements": ["Ti", "C", "N", "C", "C", "N", "C", "S", "C", "C", "C", "C", "C", "N", "H", "H", "H", "H", "H", "H", "H", "H", "H", "C", "C", "C", "C", "C", "C", "C", "S", "O", "O", "N", "C", "C", "C", "C", "C", "N", "H", "H", "H", "H", "H", "H", "H", "H", "H", "H", "H", "N", "C", "C", "P", "O", "O", "O", "P", "O", "O", "O", "H", "H", "H", "H", "H", "H", "H", "H", "N", "C", "C", "C", "C", "C", "C", "S", "O", "O", "O", "H", "H", "H", "H", "H", "H", "C", "P", "C", "C", "O", "H", "H", "H", "H", "H", "H", "H", "H", "H"],
  "positions_angstrom": [[-0.07861, 0.21223, 0.79218], [-4.19922, 1.78421, -4.27548], [-3.06376, 2.67833, -4.41206], [-2.90984, 3.65016, -5.38534], [-1.75021, 4.27955, -5.14227], [-1.18954, 3.68085, -4.01679], [-2.01444, 2.68932, -3.55664], [-1.84572, 1.71653, -2.19915], [0.02266, 4.12050, -3.41838], [0.18482, 5.47723, -3.17413], [1.40055, 5.90055, -2.65388], [2.37081, 4.95443, -2.36781], [2.08571, 3.61902, -2.62626], [0.94053, 3.20358, -3.16036], [-4.88715, 1.97280, -5.09493], [-4.69933, 1.95846, -3.32440], [-3.86256, 0.74968, -4.30904], [-3.63168, 3.79224, -6.16905], [-1.24801, 5.06516, -5.67644], [-0.61323, 6.17284, -3.39502], [1.58150, 6.95364, -2.47922], [3.33066, 5.22876, -1.95315], [2.81593, 2.85326, -2.39446], [4.89323, -6.93484, 2.04553], [4.28214, -5.56436, 2.10235], [2.89633, -5.40034, 2.07997], [2.32838, -4.14264, 2.16132], [3.15930, -3.03357, 2.25921], [4.53938, -3.16448, 2.28376], [5.09008, -4.43331, 2.20420], [2.42708, -1.44593, 2.38762], [3.46858, -0.44821, 2.29342], [1.60474, -1.42356, 3.57588], [1.38651, -1.34052, 1.12682], [1.94085, -1.19612, -0.15043], [3.01675, -1.84155, -0.75570], [3.31890, -1.48463, -2.05654], [2.57015, -0.52130, -2.73232], [1.50849, 0.06501, -2.07966], [1.22214, -0.28703, -0.82279], [4.18108, -7.67324, 1.68197], [5.21663, -7.24472, 3.04101], [5.76948, -6.94899, 1.39801], [2.25843, -6.27192, 2.00419], [1.25202, -4.01784, 2.15094], [5.16282, -2.28397, 2.36022], [6.16679, -4.54808, 2.22408], [3.58831, -2.58730, -0.22535], [4.15048, -1.96383, -2.55693], [2.80771, -0.23481, -3.74644], [0.87561, 0.82208, -2.53005], [0.62478, 4.84475, 0.71679], [0.58830, 3.86662, 1.88339], [0.78783, 4.63463, 3.19076], [-1.04906, 3.00876, 1.92560], [-1.92380, 4.16969, 1.26235], [-1.39545, 2.61528, 3.29700], [-1.04750, 1.84792, 0.90007], [2.01654, 2.71254, 1.50613], [2.81696, 2.54544, 2.85055], [2.72704, 3.39972, 0.40129], [1.42021, 1.34126, 1.21632], [0.74561, 5.79744, 1.05869], [-0.22700, 4.81455, 0.15256], [1.47013, 4.57193, 0.15461], [-0.02004, 5.35300, 3.34380], [1.74754, 5.15523, 3.18430], [0.78184, 3.94238, 4.02751], [-2.87748, 4.01100, 1.23910], [3.12220, 1.62355, 2.96906], [-0.68898, -0.16092, 2.80729], [-1.82224, -1.06230, 2.83553], [-3.07079, -0.57059, 2.48161], [-4.10946, -1.45972, 2.27486], [-3.88970, -2.82520, 2.41734], [-2.68220, -3.28681, 2.92055], [-1.62996, -2.40422, 3.11826], [-5.04081, -3.97322, 1.65386], [-4.40765, -4.08153, 0.32881], [-6.30410, -3.26983, 1.62995], [-4.96680, -5.18131, 2.43733], [0.10421, -0.55734, 3.32440], [-0.94937, 0.74266, 3.22163], [-3.20822, 0.49357, 2.32746], [-5.08941, -1.12494, 1.95847], [-2.56226, -4.34957, 3.09317], [-0.66216, -2.75480, 3.45723], [-1.14286, -1.85949, -2.64492], [-1.93336, -1.92569, -1.04143], [-3.66708, -1.63091, -1.25783], [-1.55934, -3.51176, -0.34481], [-1.33388, -0.79890, -0.12099], [-1.64714, -2.57915, -3.29233], [-0.09150, -2.13413, -2.56505], [-1.24282, -0.85598, -3.05902], [-4.03976, -2.34923, -1.99034], [-3.79745, -0.60706, -1.61090], [-4.19783, -1.82709, -0.32811], [-2.07537, -3.63185, 0.60367], [-0.47595, -3.59554, -0.23860], [-1.94668, -4.28615, -1.00920]],
  "energy_ev": -152377.0974,
  "de_lowest_kcal_mol": 22.4,
  "homo_energy_ev": -9.88,
  "total_charge": 1,
  "homo_lumo_gap_ev": 6.126
}